Record 1
The following is a quantum chemistry calculation of a structure of composition C23H15Br2Cl3N3ORe, from the Open Molecules 2025 dataset.

As for the multiplicity: 2. For the largest force on an atom, the calculation gives 0.969 eV/A. Its expectation value of S² is 0.769. The calculation puts the gap between HOMO and LUMO (alpha / beta) at 4.57 / 4.54 eV. For the HOMO energy (alpha / beta), the calculation gives -16.341 / -16.351 eV. Its charge is +3. For the relative energy (zero: lowest compared OMol25 entry of this formula, charge and spin), the calculation gives 0.0 kcal/mol.

```
48
Properties=species:S:1:pos:R:3:forces:R:3:mulliken_charge:R:1
Re 0.2373 -0.8470 -0.1603 0.033 0.339 0.669 0.67
Br -1.7636 5.6570 3.0292 -0.059 0.234 0.048 -0.05
C -1.3432 3.9015 2.6060 0.053 -0.185 -0.027 0.01
C -1.7534 3.3629 1.3883 -0.014 -0.059 -0.071 -0.74
C -1.4375 2.0559 1.0632 -0.043 0.137 0.004 0.02
C -0.7251 1.2876 1.9757 0.202 -0.355 -0.015 0.14
C -0.2981 1.8210 3.1892 0.013 0.139 0.099 -0.29
C -0.6092 3.1303 3.5040 0.033 -0.037 0.021 -0.87
N -0.3945 -0.0812 1.6752 -0.030 0.227 -0.209 0.08
C -0.4254 -0.9719 2.6059 -0.131 -0.216 0.099 -0.65
C 0.1423 -2.2980 2.3399 -0.029 0.379 -0.085 1.00
C 0.2062 -3.2966 3.2736 0.094 -0.264 0.078 -0.90
C 0.8564 -4.4924 2.9304 -0.080 0.049 0.090 -0.25
C 1.4143 -4.6355 1.6713 0.021 -0.027 0.037 -0.89
C 1.2984 -3.5972 0.7659 -0.122 0.174 0.018 0.21
N 0.6785 -2.4434 1.0881 -0.435 -0.329 -0.302 0.19
H -2.3315 3.9667 0.7021 0.000 0.001 0.014 0.49
H -1.7983 1.6375 0.1357 -0.013 -0.017 -0.014 0.22
H 0.3107 1.2422 3.8754 -0.026 0.001 -0.032 0.56
H -0.2735 3.5606 4.4378 -0.011 -0.007 -0.008 0.46
H -0.8402 -0.7392 3.5831 0.056 -0.028 0.003 0.72
H -0.2304 -3.1608 4.2552 0.021 0.003 -0.016 0.52
H 0.9224 -5.2978 3.6522 -0.005 0.017 -0.010 0.49
H 1.9284 -5.5414 1.3805 -0.003 0.001 0.011 0.46
H 1.7099 -3.6695 -0.2316 -0.022 -0.024 -0.014 0.47
Cl -2.6688 -1.4193 -6.6200 -0.027 -0.013 -0.088 -0.09
C -2.2619 -1.0966 -5.0047 -0.019 0.012 -0.011 0.35
C -1.0534 -1.5983 -4.5013 -0.098 0.038 -0.031 -0.89
C -0.7841 -1.2899 -3.1988 0.293 -0.173 0.396 1.28
Cl 0.6237 -1.9599 -2.3401 0.101 -0.034 -0.429 -0.15
C -1.6142 -0.5462 -2.3729 -0.089 0.027 -0.165 -0.46
O -1.2317 -0.2633 -1.0868 -0.224 -0.777 0.213 -0.32
C -2.8269 -0.0928 -2.8835 -0.057 0.115 -0.074 0.28
Cl -3.8882 0.7942 -1.8867 -0.048 0.053 0.047 -0.11
C -3.1371 -0.3610 -4.2083 0.040 -0.033 0.011 -0.66
H -0.4049 -2.2038 -5.1191 0.032 0.005 0.035 0.50
H -4.0675 -0.0017 -4.6280 -0.001 -0.001 0.035 0.49
Br 2.8808 -0.0448 1.6923 -0.078 -0.228 0.038 0.07
C 2.5787 0.9617 0.1538 -0.105 0.249 -0.309 0.68
C 3.4417 1.9855 -0.1688 0.053 0.041 0.024 -0.76
C 3.2341 2.6934 -1.3408 -0.016 0.016 -0.050 -0.23
C 2.1671 2.3469 -2.1691 0.110 0.130 0.037 -0.82
C 1.3485 1.3173 -1.8004 -0.054 -0.248 0.243 -0.12
N 1.5356 0.6212 -0.6354 0.658 0.667 -0.248 0.05
H 4.2656 2.2112 0.4938 0.016 0.015 -0.020 0.47
H 3.9054 3.5003 -1.6074 -0.024 -0.002 -0.019 0.48
H 1.9717 2.8703 -3.0947 0.023 0.015 0.011 0.49
H 0.5051 1.0242 -2.4090 0.013 -0.026 -0.035 0.40
```
Positions in Å, forces in eV/Å.


Record 2
The following is a quantum chemistry calculation of a structure of composition C21H27BeBrN2O2S at a distorted geometry, from the Open Molecules 2025 dataset.

As for the multiplicity: 1. For the largest force on an atom, the calculation gives 3.398 eV/A. The calculation puts the gap between HOMO and LUMO at 8.29 eV. For the HOMO energy, the calculation gives -7.839 eV. Its charge is 0.

```
55
Properties=species:S:1:pos:R:3:forces:R:3:mulliken_charge:R:1
Be 0.4144 -1.3841 -0.2274 0.212 -0.407 0.430 -0.96
C -1.0884 -2.3010 0.4777 -1.735 0.921 0.005 1.07
C 0.0200 -3.0038 0.8901 2.124 -0.774 -0.770 0.24
C 0.7888 -3.2977 -0.3049 1.238 -0.074 1.268 1.66
C 0.1295 -2.7694 -1.4342 -1.058 -0.400 0.760 -0.28
C -1.1017 -2.2130 -0.9608 -0.021 0.545 0.171 0.97
C -2.2306 -1.6405 -1.7697 -0.920 -1.985 1.046 -1.44
C 0.5540 -2.9553 -2.8414 -1.444 0.074 -0.316 -1.52
C 2.1418 -3.9768 -0.4186 0.022 -0.855 -0.049 -1.67
C 0.3580 -3.4525 2.2833 -0.106 0.650 -0.126 -1.63
C -2.1737 -1.8243 1.4153 -0.876 0.073 -0.067 -1.78
H -3.0244 -1.3287 -1.0772 0.304 0.404 -0.454 0.38
H -2.7075 -2.4312 -2.3805 0.313 0.081 0.241 0.32
H -1.9534 -0.8991 -2.4481 0.411 1.559 -0.826 0.34
H 1.6246 -2.9715 -2.9042 0.440 -0.426 -0.373 0.42
H 0.1838 -2.1155 -3.4194 0.110 0.263 -0.273 0.38
H 0.0085 -3.8324 -3.2716 0.950 0.353 0.267 0.29
H 2.8064 -3.4558 -1.0701 0.401 0.993 -0.407 0.35
H 2.0518 -4.9188 -0.9791 -0.285 -0.139 0.464 0.39
H 2.7682 -4.1737 0.4712 -0.905 0.208 -0.049 0.39
H 0.8665 -2.7176 2.8975 0.744 0.181 -0.256 0.30
H 0.9038 -4.3760 2.2205 0.416 -0.286 0.231 0.43
H -0.5081 -3.6071 2.8992 -0.848 -0.440 -0.118 0.43
H -2.7365 -0.9861 0.9826 0.082 -0.261 0.034 0.36
H -1.9403 -1.5080 2.4429 0.812 -0.056 -0.476 0.37
H -2.8748 -2.6482 1.5967 -0.117 0.083 -0.284 0.33
S -2.7616 2.2919 -1.1660 -0.232 0.048 0.050 -0.45
C -2.0912 2.3992 0.3781 -1.496 -0.086 -0.088 0.23
N -2.8110 2.8758 1.4344 1.180 -0.099 0.770 -0.18
C -2.3285 3.0208 2.8388 -0.245 0.066 -0.850 -0.65
C -1.0922 2.1201 2.9936 0.212 1.648 0.947 -0.43
C -0.1522 2.2132 1.8073 0.480 0.394 -0.210 -0.29
N -0.8813 1.9286 0.5939 0.981 0.104 0.080 0.40
H -3.7724 2.9730 1.2468 -0.955 0.350 -0.297 0.20
H -3.1387 2.7577 3.5613 0.562 -0.099 -0.705 0.36
H -2.1137 4.0936 3.0395 0.173 -0.618 -0.191 0.29
H -1.4127 1.0927 3.0524 -0.065 -0.392 0.421 0.09
H -0.5799 2.4966 3.9194 -0.274 -0.891 -0.701 0.35
H 0.6385 1.4961 1.8832 0.295 -0.784 0.188 0.20
H 0.4347 3.1453 1.7161 -0.676 0.183 0.191 0.24
H -0.4027 1.5715 -0.2286 0.046 0.133 0.397 -0.36
Br 3.5774 2.2939 1.2055 -0.234 0.293 -0.885 -0.16
C 2.8046 2.6733 -0.5484 0.154 0.376 0.525 0.17
C 2.7019 3.9999 -0.9784 -0.862 -0.902 -0.626 -0.51
C 1.9283 4.2235 -2.1296 -0.111 0.344 0.789 -0.32
C 1.2821 3.2102 -2.8051 1.065 -0.809 0.641 -0.82
C 1.5302 1.9032 -2.4397 0.485 0.294 0.735 -0.20
C 2.2574 1.6221 -1.2762 -0.435 2.172 -0.589 0.61
C 2.2663 0.2824 -0.7430 -1.930 0.230 0.769 -0.52
O 3.2191 -0.3959 -0.8181 2.353 -2.447 -0.153 -0.56
O 1.1138 -0.0295 -0.1585 -0.182 -0.361 -0.213 0.35
H 3.0531 4.8308 -0.3914 0.284 -0.004 0.041 0.43
H 1.7080 5.2239 -2.4338 0.129 0.603 -0.045 0.37
H 0.5823 3.3638 -3.5752 -0.498 0.556 -0.982 0.46
H 1.1602 1.1101 -3.0482 -0.468 -0.586 -0.080 0.53
```
Positions in Å, forces in eV/Å.


Record 3
The following is a quantum chemistry calculation of a structure of composition C18H38N2O2Rb at a distorted geometry, from the Open Molecules 2025 dataset.

As for the multiplicity: 1. For the largest force on an atom, the calculation gives 6.668 eV/A. The calculation puts the gap between HOMO and LUMO at 8.66 eV. For the HOMO energy, the calculation gives -11.371 eV. Its charge is +1. For the relative energy (zero: lowest compared OMol25 entry of this formula, charge and spin), the calculation gives 233.0 kcal/mol.

```
61
Properties=species:S:1:pos:R:3:forces:R:3:mulliken_charge:R:1
Rb -7.8407 -25.9988 12.4502 -0.315 -0.952 4.109 0.94
C -10.4337 -23.2106 13.1215 0.907 -0.066 -2.980 -1.58
C -10.6317 -23.5096 11.5467 -2.518 1.018 -0.997 0.99
C -10.3810 -22.2756 10.5962 -0.190 -0.439 1.988 -1.37
C -10.3812 -22.6706 9.1548 1.200 -0.214 0.211 -0.75
C -9.3089 -23.7516 8.9504 -1.007 1.790 -2.733 -1.35
C -9.4694 -25.0564 9.6655 -1.668 1.755 0.545 1.79
N -9.8946 -24.7266 11.0640 1.720 5.577 -2.292 0.69
O -9.9684 -25.6916 11.9273 -4.544 -3.485 1.168 -0.59
C -10.4268 -25.9963 8.8117 1.203 0.064 1.734 -1.78
C -8.0790 -25.5442 9.7483 -4.140 0.972 -0.285 -4.00
C -12.1575 -23.7529 11.3417 -0.171 -0.162 0.395 -1.57
H -11.0323 -23.9258 13.6855 0.679 0.036 0.274 0.39
H -10.6972 -22.1833 13.3733 -0.481 -0.096 -0.276 0.40
H -9.3447 -23.2005 13.1684 0.163 -0.568 1.063 0.36
H -11.1489 -21.5093 10.7030 -0.320 -0.246 0.648 0.45
H -9.4986 -21.7797 11.0006 0.671 0.036 -0.838 0.37
H -10.2435 -21.7398 8.6045 0.557 -0.268 -0.461 0.39
H -11.3103 -23.0677 8.7458 -0.379 0.008 0.620 0.41
H -8.2952 -23.3511 8.9366 0.047 0.173 0.776 0.46
H -9.4465 -23.9769 7.8929 0.299 -0.378 -0.303 0.39
H -11.4015 -25.5267 8.6798 0.252 0.032 -0.585 0.45
H -9.8408 -26.2873 7.9399 -0.552 0.470 -0.480 0.43
H -10.5991 -26.9606 9.2896 -0.088 -0.045 0.449 0.41
H -8.1401 -26.4739 10.3141 -4.868 1.804 -2.295 3.28
H -7.7044 -25.6567 8.7309 -0.195 -0.250 0.542 1.47
H -7.4309 -24.9351 10.3783 -0.655 0.174 -0.842 1.38
H -12.6407 -23.1096 10.6065 0.301 -0.016 -0.140 0.33
H -12.6718 -23.5274 12.2759 -0.309 -0.493 -0.054 0.45
H -12.3181 -24.7719 10.9897 -0.444 -0.203 0.328 0.26
H -10.8475 -26.0511 11.7876 -0.790 -0.815 0.540 0.43
C -3.5188 -24.1636 11.1436 -0.351 -0.451 -0.789 -1.74
C -4.3175 -25.0539 10.2193 -1.018 -0.776 1.933 1.56
C -3.2846 -25.6381 9.2977 0.370 -0.788 -0.535 -1.49
C -3.8263 -26.8450 8.5768 0.248 -0.121 -1.080 -0.78
C -4.3356 -27.9052 9.5374 1.331 -0.104 -1.656 -1.60
C -5.2906 -27.4277 10.5905 0.153 -0.608 -1.817 2.05
N -4.8463 -26.1449 11.1306 1.722 -0.749 -0.600 0.22
O -5.6456 -25.6846 12.2347 3.732 0.416 -1.254 -0.61
C -6.6443 -27.3846 9.9231 1.472 -1.045 1.416 -1.04
C -5.2776 -28.5338 11.5680 0.281 0.212 2.158 -1.98
C -5.4703 -24.3462 9.4973 0.854 0.905 0.124 -1.70
H -4.2152 -23.7598 11.8784 0.711 0.739 0.013 0.40
H -2.9994 -23.5316 10.4232 -0.102 1.026 0.820 0.41
H -2.7633 -24.8348 11.5519 -0.091 0.341 0.556 0.47
H -2.8202 -24.8252 8.7394 -0.781 0.076 -0.931 0.59
H -2.3507 -25.9711 9.7506 -0.314 -0.228 1.158 0.46
H -3.0295 -27.3118 7.9978 -0.013 0.073 -0.218 0.49
H -4.6060 -26.5915 7.8585 -0.104 0.199 -0.076 0.33
H -3.4905 -28.4982 9.8869 0.246 0.493 0.671 0.53
H -4.8341 -28.6568 8.9253 -0.407 -0.016 0.034 0.33
H -6.6565 -27.0422 8.8884 0.294 -0.578 0.296 0.42
H -7.2716 -28.2631 10.0744 0.364 -0.641 -0.546 0.08
H -7.2816 -26.6697 10.4437 6.001 -2.907 -0.003 -3.28
H -4.2683 -28.8954 11.7645 -0.062 -0.286 -0.296 0.49
H -5.5035 -28.0530 12.5198 -0.870 -0.714 0.493 0.35
H -5.9618 -29.3152 11.2373 0.250 -0.092 0.585 0.36
H -5.0596 -23.4396 9.0530 0.026 -0.195 -0.726 0.56
H -6.2252 -23.9213 10.1590 0.584 -0.006 0.433 0.42
H -6.0339 -24.9853 8.8176 0.836 0.400 -0.273 0.38
H -5.0279 -25.7861 12.9625 0.273 0.212 0.280 0.39
```
Positions in Å, forces in eV/Å.


Record 4
The following is a quantum chemistry calculation of an isolated molecule of C3H8O4 at a distorted geometry, from the Open Molecules 2025 dataset.

As for the multiplicity: 1. For the largest force on an atom, the calculation gives 3.808 eV/A. As for the structure (SMILES): C[C@H](O)OC(O)O. The calculation puts the gap between HOMO and LUMO at 10.17 eV. For the HOMO energy, the calculation gives -9.587 eV. Its charge is 0. For the relative energy (zero: lowest compared OMol25 entry of this formula, charge and spin), the calculation gives 60.5 kcal/mol.

```
15
Properties=species:S:1:pos:R:3:forces:R:3:mulliken_charge:R:1
C -0.3484 1.3782 -0.1576 2.566 0.050 0.451 -1.02
C 0.6119 0.1748 -0.5472 -0.854 0.876 1.577 0.54
O 0.6416 0.0879 -1.9359 1.028 1.854 0.038 -0.53
O 0.1614 -1.1117 -0.1635 0.127 -1.069 3.653 -0.61
C 0.4634 -1.5255 1.5173 1.043 1.491 -1.752 0.17
O -0.2145 -2.6573 1.8656 -0.318 -0.042 -3.275 -0.48
O 0.1861 -0.4657 2.2921 1.237 -0.377 -0.462 -0.40
H -0.4206 1.7774 -1.1641 -1.048 0.834 0.415 0.39
H -1.1643 0.9406 0.3212 -2.060 -0.523 -0.056 0.22
H 0.0123 2.1205 0.6526 0.102 -1.113 -1.650 0.20
H 1.5590 0.4584 -0.0969 0.771 -0.617 -0.272 0.21
H 0.3289 -0.7733 -2.0882 -0.581 -1.901 -0.732 0.27
H 1.5285 -1.6724 1.5189 0.495 0.031 -0.477 0.37
H -0.2321 -3.1010 0.9525 -0.323 0.149 1.895 0.35
H -0.7337 -0.5335 2.4223 -2.186 0.356 0.648 0.33
```
Positions in Å, forces in eV/Å.


What did the fourth record say?
The following is a quantum chemistry calculation of an isolated molecule of C3H8O4 at a distorted geometry, from the Open Molecules 2025 dataset.

As for the multiplicity: 1. For the largest force on an atom, the calculation gives 3.808 eV/A. As for the structure (SMILES): C[C@H](O)OC(O)O. The calculation puts the gap between HOMO and LUMO at 10.17 eV. For the HOMO energy, the calculation gives -9.587 eV. Its charge is 0. For the relative energy (zero: lowest compared OMol25 entry of this formula, charge and spin), the calculation gives 60.5 kcal/mol.

```
15
Properties=species:S:1:pos:R:3:forces:R:3:mulliken_charge:R:1
C -0.3484 1.3782 -0.1576 2.566 0.050 0.451 -1.02
C 0.6119 0.1748 -0.5472 -0.854 0.876 1.577 0.54
O 0.6416 0.0879 -1.9359 1.028 1.854 0.038 -0.53
O 0.1614 -1.1117 -0.1635 0.127 -1.069 3.653 -0.61
C 0.4634 -1.5255 1.5173 1.043 1.491 -1.752 0.17
O -0.2145 -2.6573 1.8656 -0.318 -0.042 -3.275 -0.48
O 0.1861 -0.4657 2.2921 1.237 -0.377 -0.462 -0.40
H -0.4206 1.7774 -1.1641 -1.048 0.834 0.415 0.39
H -1.1643 0.9406 0.3212 -2.060 -0.523 -0.056 0.22
H 0.0123 2.1205 0.6526 0.102 -1.113 -1.650 0.20
H 1.5590 0.4584 -0.0969 0.771 -0.617 -0.272 0.21
H 0.3289 -0.7733 -2.0882 -0.581 -1.901 -0.732 0.27
H 1.5285 -1.6724 1.5189 0.495 0.031 -0.477 0.37
H -0.2321 -3.1010 0.9525 -0.323 0.149 1.895 0.35
H -0.7337 -0.5335 2.4223 -2.186 0.356 0.648 0.33
```
Positions in Å, forces in eV/Å.


Which of these has the highest multiplicity?
C23H15Br2Cl3N3ORe